No. 1
{
  "formula": "C5H8",
  "method": "ωB97M-V/def2-TZVPD",
  "e_lumo_ev": 1.09,
  "homo_energy_ev": -9.35,
  "max_force_ha_per_bohr": 0.010,
  "orbital_gap_ev": 10.45,
  "total_energy_ha": -195.25260,
  "de_lowest_kj_mol": 103.5,
  "species": ["C", "C", "C", "C", "C", "H", "H", "H", "H", "H", "H", "H", "H"],
  "coordinates": [[1.157838, -1.349171, 1.327614], [-0.214602, -0.661129, 1.310290], [-0.449753, 0.099664, 0.076691], [-0.590440, 0.766734, -0.917790], [-0.748558, 1.602174, -2.109658], [1.149540, -2.253857, 0.712407], [1.439426, -1.632426, 2.347112], [1.928238, -0.681085, 0.932089], [-0.297748, 0.026949, 2.160575], [-1.006602, -1.407302, 1.445289], [-1.742956, 2.059384, -2.143558], [-0.009965, 2.410329, -2.114631], [-0.614417, 1.019737, -3.026431]],
  "forces_ev_per_a": [[0.0852, -0.0436, -0.0050], [-0.0430, 0.0131, 0.0670], [-0.0588, 0.2777, -0.3814], [0.0618, -0.2711, 0.4025], [-0.0197, 0.0616, -0.0794], [0.0117, 0.1531, 0.0403], [-0.0819, 0.0037, -0.1529], [-0.1006, -0.0771, 0.0991], [0.0330, -0.0728, -0.1339], [0.0904, 0.1171, -0.0326], [0.1352, -0.0926, 0.0282], [-0.0944, -0.1176, 0.0075], [-0.0189, 0.0484, 0.1407]],
  "mulliken_charge": [-1.07, -0.58, -0.10, 0.70, -1.27, 0.28, 0.32, 0.32, 0.27, 0.27, 0.29, 0.29, 0.29]
}



No. 2
{
  "formula": "C43H104N18O11",
  "method": "ωB97M-V/def2-TZVPD",
  "e_lumo_ev": 0.11,
  "homo_energy_ev": -8.08,
  "max_force_ha_per_bohr": 0.190,
  "orbital_gap_ev": 8.19,
  "total_energy_ha": -3513.74834,
  "de_lowest_kj_mol": 1072.8,
  "species": ["C", "C", "C", "C", "C", "C", "N", "O", "C", "C", "C", "H", "H", "H", "H", "H", "H", "H", "H", "H", "H", "H", "H", "H", "H", "H", "H", "H", "H", "H", "C", "C", "C", "C", "C", "C", "N", "O", "C", "C", "C", "H", "H", "H", "H", "H", "H", "H", "H", "H", "H", "H", "H", "H", "H", "H", "H", "H", "H", "H", "C", "C", "C", "C", "C", "C", "N", "O", "C", "C", "C", "H", "H", "H", "H", "H", "H", "H", "H", "H", "H", "H", "H", "H", "H", "H", "H", "H", "H", "H", "C", "C", "C", "C", "C", "C", "N", "O", "C", "C", "C", "H", "H", "H", "H", "H", "H", "H", "H", "H", "H", "H", "H", "H", "H", "H", "H", "H", "H", "H", "C", "O", "N", "N", "H", "H", "H", "H", "C", "O", "N", "N", "H", "H", "H", "H", "C", "O", "N", "N", "H", "H", "H", "H", "C", "O", "N", "N", "H", "H", "H", "H", "C", "O", "N", "N", "H", "H", "H", "H", "C", "O", "N", "N", "H", "H", "H", "H", "C", "O", "N", "N", "H", "H", "H", "H"],
  "coordinates": [[5.206302, 12.739095, 3.449425], [5.344362, 11.258854, 3.118972], [5.942277, 10.495506, 4.374300], [6.025291, 8.948966, 4.288304], [4.483583, 8.449782, 4.148092], [3.736858, 9.116982, 2.911361], [3.982434, 10.650358, 2.860013], [3.377300, 11.128866, 1.775919], [4.306701, 8.443554, 1.685322], [2.249577, 8.701811, 3.122528], [6.305766, 11.193948, 1.942689], [4.453271, 12.886541, 4.223564], [4.868689, 13.183792, 2.513281], [6.141669, 13.106268, 3.871760], [6.910345, 10.910692, 4.654578], [5.339063, 10.892162, 5.190936], [6.468552, 8.652125, 5.238823], [6.589775, 8.633285, 3.410913], [4.093343, 8.846771, 5.085229], [4.461615, 7.366412, 4.030078], [5.362199, 8.469370, 1.414474], [3.958835, 7.419908, 1.546595], [3.763248, 8.871515, 0.842945], [1.697853, 9.168580, 2.306537], [2.024759, 7.672273, 3.401127], [1.820903, 9.220595, 3.979965], [7.224052, 11.777180, 2.011076], [5.945836, 11.780475, 1.097385], [6.650344, 10.196097, 1.671298], [2.625663, 11.603251, 2.138682], [-3.309071, -0.793316, 1.445074], [-3.237266, -0.791138, -0.108626], [-3.620313, 0.580726, -0.703821], [-2.505261, 1.646579, -0.660770], [-1.233053, 1.167391, -1.289853], [-0.789240, -0.239116, -0.697994], [-1.877014, -1.165339, -0.662926], [-1.589630, -2.354027, -0.125571], [0.393727, -0.854914, -1.563544], [-0.198472, 0.085749, 0.661701], [-4.245794, -1.739698, -0.804751], [-4.298558, -0.497505, 1.793677], [-2.615500, -0.038102, 1.814810], [-3.007017, -1.701043, 1.967471], [-3.762782, 0.542276, -1.783791], [-4.473682, 0.893921, -0.102351], [-2.275864, 1.850275, 0.385165], [-2.773106, 2.640043, -1.020458], [-0.495235, 1.954606, -1.134886], [-1.211058, 0.999114, -2.366560], [0.921069, -1.746588, -1.224539], [0.007031, -1.007118, -2.571218], [1.171874, -0.117313, -1.759827], [-0.679493, 0.904822, 1.196345], [-0.401232, -0.709899, 1.378582], [0.865708, 0.321560, 0.664894], [-5.155660, -1.365161, -1.273750], [-4.693199, -2.488045, -0.150600], [-3.699294, -2.337052, -1.534549], [-1.890313, -3.011247, -0.757421], [-2.749667, 1.376377, -9.094579], [-3.871100, 2.212049, -9.737735], [-3.295305, 2.604118, -11.164876], [-4.334809, 3.111054, -12.220616], [-5.495100, 2.178854, -12.344450], [-6.139500, 1.995444, -10.974956], [-5.206244, 1.527853, -9.883750], [-5.723845, 1.025456, -8.797967], [-6.906053, 3.359085, -10.620828], [-7.157256, 0.820814, -11.238036], [-4.101984, 3.462435, -8.843452], [-2.409279, 0.566395, -9.739690], [-3.224240, 0.942877, -8.214261], [-1.891986, 1.888870, -8.658890], [-2.402564, 3.229497, -11.158618], [-2.744457, 1.758078, -11.575827], [-3.916126, 3.215584, -13.221553], [-4.601859, 4.084838, -11.810061], [-5.109316, 1.228398, -12.713108], [-6.098420, 2.699156, -13.088351], [-7.413464, 3.109732, -9.688911], [-6.423703, 4.329319, -10.502321], [-7.744504, 3.624951, -11.264578], [-7.616062, 0.829534, -12.226733], [-6.702446, -0.168161, -11.181657], [-7.960796, 0.741931, -10.505778], [-4.541925, 4.340666, -9.315931], [-3.192091, 3.860075, -8.393933], [-4.650454, 3.135387, -7.960095], [-6.075895, 1.827029, -8.404082], [8.921273, -2.729702, 3.541831], [9.259958, -1.667906, 4.677247], [8.029379, -0.723179, 4.778464], [7.756362, -0.052164, 6.131369], [7.716503, -1.133917, 7.205511], [9.000529, -1.881811, 7.238256], [9.341312, -2.457205, 5.946561], [10.526281, -3.156239, 5.986990], [10.123049, -1.094423, 7.946443], [8.751062, -3.059363, 8.237130], [10.551560, -0.872130, 4.233115], [8.594964, -2.226610, 2.631592], [8.139967, -3.408178, 3.884357], [9.819057, -3.341597, 3.454315], [8.117819, 0.014001, 3.980433], [7.101224, -1.248096, 4.552414], [6.842533, 0.526324, 6.266869], [8.556961, 0.658727, 6.335783], [6.864723, -1.806817, 7.106643], [7.461939, -0.800808, 8.211661], [9.697608, -0.732048, 8.882284], [11.086984, -1.563563, 8.143506], [10.312440, -0.271238, 7.257534], [9.661450, -3.321521, 8.776169], [7.853654, -2.997227, 8.852679], [8.422653, -3.973701, 7.742949], [11.473067, -1.431448, 4.394665], [10.577751, 0.039706, 4.829738], [10.582958, -0.564811, 3.187809], [10.075745, -4.002015, 6.044310], [3.707903, -9.022465, 0.606246], [4.264212, -8.566785, -0.390138], [4.346401, -9.275920, 1.706544], [2.370780, -9.134299, 0.784829], [5.342362, -9.419800, 1.620155], [3.771518, -9.593628, 2.473805], [1.809637, -9.108301, -0.054561], [2.006063, -9.379017, 1.694331], [-5.132065, -9.585447, -1.239368], [-3.999312, -9.315120, -1.624978], [-5.972384, -10.313717, -1.888492], [-5.626574, -9.172869, -0.067554], [-5.643672, -10.681225, -2.769956], [-6.790543, -10.589495, -1.364420], [-6.595546, -9.378073, 0.130130], [-5.001659, -8.803876, 0.634894], [-10.366691, -6.155338, -4.737571], [-11.031369, -6.455278, -3.787002], [-9.125911, -6.249274, -4.837356], [-10.770910, -5.458533, -5.789160], [-8.770118, -6.081133, -5.767536], [-8.743256, -6.972943, -4.245757], [-11.745188, -5.378932, -6.043218], [-10.077101, -5.113261, -6.436875], [-6.890257, 4.611612, 6.060701], [-6.789629, 3.876400, 7.021897], [-7.579697, 4.266154, 5.058268], [-6.494570, 5.805072, 6.042690], [-7.701298, 3.266263, 5.132583], [-7.718788, 4.832011, 4.233311], [-6.593664, 6.319211, 5.179007], [-6.036492, 6.281983, 6.806123], [0.037071, -6.247892, 6.396683], [-0.127370, -7.348894, 5.877963], [-0.090889, -5.066842, 5.897105], [0.507735, -6.121787, 7.590097], [-0.405233, -5.023415, 4.938252], [0.221762, -4.258430, 6.415589], [0.837583, -6.912996, 8.124212], [0.360670, -5.219365, 8.019175], [2.181752, -7.100075, -6.792674], [1.560435, -7.140778, -7.817126], [3.451748, -6.964523, -6.758249], [1.676582, -7.063997, -5.592948], [3.884347, -6.881639, -7.667144], [3.923041, -6.721186, -5.898746], [0.676812, -6.920634, -5.588743], [2.263339, -6.956735, -4.777897], [-8.724743, -5.918604, 6.258702], [-8.651436, -5.160616, 7.204462], [-8.765324, -7.160297, 6.255741], [-8.765728, -5.582968, 4.969820], [-8.449408, -7.580092, 7.118342], [-8.911634, -7.748923, 5.448149], [-8.677921, -6.376506, 4.351194], [-8.638459, -4.630972, 4.657379]],
  "forces_ev_per_a": [[-0.8348, -0.7251, 0.2622], [0.7839, -1.5928, 0.7267], [-0.2833, 0.6706, -0.8395], [-2.5572, 1.1011, -0.3794], [2.2759, 2.0615, -0.2228], [2.3149, -0.9058, 2.1082], [1.1217, -2.7291, 3.7716], [-1.2394, 1.4411, -2.5530], [-1.3569, -0.2487, -1.9771], [0.1118, 2.3370, 0.0905], [0.6084, 0.2546, -0.9662], [-0.2064, 0.0197, -0.0496], [0.2839, 0.7172, 0.2680], [0.0724, 0.2306, -0.5497], [0.3520, 0.0896, -0.6052], [-0.4653, -0.7665, 0.3783], [0.0281, -0.6123, -0.2676], [0.3000, -0.0263, 0.2670], [-0.6811, -0.5787, 0.0313], [-0.3463, 0.0875, 0.2649], [-0.0104, 0.2894, 0.6649], [0.1859, -0.3823, 0.7065], [0.2565, 0.4921, -0.3755], [-0.4094, -0.9070, -0.3957], [0.4777, -0.2028, -0.9646], [0.4002, 0.4081, 0.3432], [0.2965, -0.0336, 1.2615], [-0.8558, -0.7565, -0.4602], [-0.4050, 0.0218, -0.2291], [-0.2185, 0.2450, -0.3094], [0.4010, 0.5960, -0.3794], [0.2375, 0.6617, -1.3316], [1.3332, 1.1692, 0.2204], [-0.2871, -0.2494, 1.2815], [0.6130, -1.6230, -0.6075], [2.5006, 1.2531, 0.3015], [-3.3592, 2.3096, -1.3116], [1.5897, -2.5990, 1.4058], [-0.9037, 0.9908, -0.7176], [-0.1264, -0.1935, 1.8452], [-0.1083, -1.6749, 0.6960], [-0.1271, -0.1293, -0.1278], [-0.0716, 0.1870, 0.0294], [-0.1732, -0.2818, -0.5359], [-0.9403, -0.6938, 0.0946], [-0.3543, 0.2703, -0.6185], [0.1111, 0.0285, 0.2643], [-0.4323, -0.2005, -0.4447], [0.5076, -0.4221, 0.2733], [-0.7992, 0.2926, -0.3047], [-0.5671, -0.0414, 0.3971], [-0.2045, -0.5235, -0.0637], [0.0125, 0.3626, 0.5005], [-0.1266, 0.4232, -0.4065], [0.5198, -0.5204, -0.1529], [0.0030, -0.1835, -0.2164], [0.4414, 0.8830, -0.1424], [0.3314, -0.1450, 0.5514], [-0.1703, 0.2165, -0.3284], [0.1476, -0.1705, -0.1660], [-1.3925, -0.9842, 0.8980], [0.5544, 1.9746, -1.0243], [-0.4042, -0.7127, -0.9265], [1.8446, 0.0653, 1.4019], [1.4222, 0.5454, 0.8167], [-1.5640, -0.1782, -0.2804], [3.8345, 0.7872, -6.4426], [-1.6734, -0.2304, 2.5228], [-0.7818, -1.1961, 0.6666], [-0.3215, 0.0121, 0.8335], [0.7467, 0.0264, 0.2903], [-0.0812, 0.0397, 0.0142], [0.0984, -0.5139, 0.1422], [-0.1199, 0.5916, -0.6184], [-0.3964, 0.9523, 0.8741], [-0.6980, -0.8906, -0.0527], [0.4830, 0.3358, 0.1893], [-0.4987, 0.2428, -0.5730], [-0.2430, -0.1312, -0.1808], [-0.9161, -0.7081, 0.2338], [-0.0592, 0.3816, 0.4298], [0.8226, -0.5259, 0.0843], [0.0137, -0.6354, -0.5562], [0.0230, 0.5989, -0.0222], [0.6514, 0.2198, 0.0788], [-0.1156, 0.3683, 0.1140], [-0.4430, -0.3850, -0.1368], [0.4032, -0.2070, -0.2171], [-0.4633, 0.2342, 0.0124], [-0.7287, -0.0797, 1.4308], [0.5598, 0.5817, 1.4904], [-0.7736, -0.4854, -0.7949], [-0.7140, 0.3519, -0.0224], [0.4759, -0.1122, 0.6786], [-0.5208, 0.7270, -0.2448], [1.0471, -2.2367, 2.4605], [-1.7053, 2.4209, -1.3622], [0.4538, -1.1228, 0.3241], [-0.4551, 1.1639, -1.1578], [-0.2412, -1.2948, -0.7261], [-0.5865, -0.2042, 1.0790], [0.3569, -0.1450, -0.1112], [-0.1969, 0.2209, 0.0684], [0.0234, 0.0686, -0.6694], [0.1094, 0.1566, 0.0006], [0.1176, -0.5151, -0.1880], [-0.1927, 0.0254, -0.9243], [0.1556, 0.0309, 0.2528], [0.0284, -0.3711, -0.9625], [0.6005, 0.7349, 0.1025], [0.2234, 0.2012, 0.0147], [-0.3662, -0.5252, -0.2111], [0.3642, 0.5505, 0.4363], [-0.2996, 0.0752, 0.3305], [0.3870, 0.9894, 0.6656], [0.4263, -0.2199, -0.7682], [-0.1551, -0.1361, 0.2408], [0.2959, 0.1186, 0.0472], [-0.5660, -0.1813, -0.0726], [1.1476, -0.8675, 0.0236], [-0.6424, 2.0726, -2.3063], [-0.5044, -0.7894, -0.2964], [1.9539, -1.0315, 2.9103], [-1.0978, -0.0779, -0.9202], [-0.2704, 0.0677, 0.5358], [1.0420, -0.2492, 0.1740], [-0.1895, 0.0812, 0.5355], [-0.3230, -0.0458, -0.6429], [3.5323, 1.7208, 0.9329], [-0.0561, 0.0211, -0.0240], [-2.4158, -2.0556, -2.2375], [-0.6092, 0.8249, 1.8890], [-0.6029, -0.2295, 0.2318], [0.0508, -0.5630, -1.0477], [0.4483, 0.3114, 0.5000], [-0.3459, -0.0215, -0.2515], [-4.7034, 1.8381, 0.5642], [-1.5134, -1.2552, 1.4313], [8.0644, -2.1564, 0.3954], [-2.8624, 1.8042, -3.0538], [0.7800, -0.6460, 0.6499], [0.6804, 0.2938, -0.2098], [0.3007, 0.1163, 0.2521], [-0.7241, 0.0018, -0.0215], [-0.0036, -2.2375, 4.4607], [0.8203, -1.2768, 1.4557], [-2.9674, -2.8180, -4.8339], [2.7838, 7.1996, -0.4788], [-0.6638, 0.0718, -1.0159], [-0.0135, -0.6208, 0.1056], [0.1994, 0.2142, 0.4257], [-0.1519, -0.5298, -0.1201], [0.3290, -3.9773, -0.9693], [-0.3891, 0.3603, -0.7871], [-1.5245, 3.5224, -3.5861], [1.6949, 0.0470, 5.3335], [0.0472, 0.5250, 0.2558], [-0.1807, -0.1317, -0.7609], [-0.3930, 0.2719, -0.1070], [0.4232, -0.6309, 0.5951], [-1.4478, 0.6046, -0.7718], [-1.6926, -0.4904, -1.9616], [5.8087, 0.2525, -0.7668], [-2.8632, -0.1994, 3.1261], [0.3662, 0.0317, 0.4704], [0.2493, -0.0715, -0.6268], [0.2357, -0.1364, 0.6564], [-0.6515, -0.0060, -0.1016], [0.1851, 6.0997, -0.6780], [0.1675, 0.2392, 0.5906], [0.1131, -9.2252, 3.1724], [-0.2006, 2.3533, -2.9519], [-0.4267, -0.4779, -0.1712], [0.1463, 0.2002, 0.5701], [0.1274, 1.1821, -0.5205], [-0.1145, -0.3692, -0.0071]],
  "mulliken_charge": [-2.01, 1.66, -1.40, -0.59, -1.26, 1.47, 0.20, -0.49, -1.66, -1.82, -1.59, 0.45, 0.45, 0.38, 0.40, 0.48, 0.37, 0.31, 0.39, 0.48, 0.26, 0.47, 0.38, 0.42, 0.36, 0.44, 0.45, 0.40, 0.25, 0.37, -1.69, 1.63, -1.19, -0.77, -0.98, 1.38, 0.14, -0.45, -1.82, -1.78, -1.76, 0.44, 0.37, 0.35, 0.42, 0.54, 0.30, 0.39, 0.34, 0.38, 0.35, 0.47, 0.43, 0.32, 0.38, 0.39, 0.38, 0.42, 0.28, 0.37, -1.90, 1.64, -1.41, -0.74, -1.00, 1.39, 0.13, -0.39, -1.69, -1.79, -1.69, 0.39, 0.44, 0.36, 0.46, 0.49, 0.41, 0.28, 0.39, 0.41, 0.41, 0.28, 0.45, 0.39, 0.45, 0.36, 0.25, 0.47, 0.40, 0.36, -1.87, 1.32, -1.23, -0.79, -1.45, 1.49, 0.36, -0.49, -1.59, -1.88, -1.60, 0.40, 0.43, 0.43, 0.47, 0.38, 0.37, 0.34, 0.47, 0.57, 0.40, 0.38, 0.37, 0.36, 0.38, 0.45, 0.35, 0.38, 0.43, 0.39, 0.64, -0.66, -0.37, -0.38, 0.23, 0.17, 0.21, 0.17, 0.69, -0.66, -0.40, -0.40, 0.23, 0.17, 0.15, 0.21, 0.61, -0.63, -0.36, -0.39, 0.19, 0.24, 0.20, 0.14, 0.66, -0.69, -0.40, -0.35, 0.24, 0.18, 0.15, 0.21, 0.69, -0.67, -0.37, -0.39, 0.21, 0.17, 0.20, 0.16, 0.67, -0.65, -0.40, -0.40, 0.22, 0.17, 0.22, 0.17, 0.66, -0.64, -0.35, -0.39, 0.22, 0.17, 0.13, 0.21]
}